No. 1
This record from OMol25 describes a structure of composition C2H44O21Pd at a distorted geometry. The level of theory is ωB97M-V/def2-TZVPD.

Atoms and positions in Å:
Pd1 -0.12 -0.27 -0.10
C1 -3.21 0.18 1.57
O1 -2.03 0.34 0.86
H1 -3.43 1.06 2.16
H2 -4.08 0.18 0.92
H3 -3.42 -0.67 2.21
C2 -0.11 -3.10 -1.69
O2 -0.75 -1.84 -1.69
H4 -0.25 -3.60 -2.65
H5 0.95 -2.96 -1.47
H6 -0.51 -3.72 -0.89
O3 0.87 1.10 1.38
H7 0.79 0.77 2.28
H8 1.14 2.01 1.48
O4 3.25 3.71 -0.62
H9 3.61 2.83 -0.66
H10 3.99 4.29 -0.77
O5 4.41 1.18 0.08
H11 5.21 0.74 -0.19
H12 4.52 1.35 1.01
O6 -0.18 -0.09 -4.04
H13 0.37 -0.53 -4.69
H14 -0.09 -0.61 -3.25
O7 3.92 -2.52 -0.72
H15 3.76 -3.42 -0.41
H16 4.74 -2.26 -0.29
O8 0.33 1.32 -1.79
H17 0.38 1.15 -2.73
H18 0.01 2.22 -1.73
O9 0.41 -2.23 4.65
H19 -0.04 -2.74 3.97
H20 0.04 -1.35 4.58
O10 -1.82 3.52 1.11
H21 -0.90 3.61 1.34
H22 -1.95 2.58 0.98
O11 -0.39 4.09 -1.59
H23 -0.25 4.16 -0.64
H24 -0.43 4.99 -1.89
O12 -1.24 -3.73 2.95
H25 -2.12 -3.66 3.32
H26 -1.34 -4.33 2.21
O13 0.20 -1.94 1.38
H27 1.03 -2.12 1.82
H28 -0.44 -2.48 1.85
O14 -1.84 2.19 -3.88
H29 -1.65 1.25 -3.87
H30 -2.32 2.35 -3.07
O15 2.00 -0.55 -0.65
H31 2.51 -1.36 -0.75
H32 2.66 0.13 -0.52
O16 2.77 -2.52 2.28
H33 3.45 -2.58 1.61
H34 3.23 -2.33 3.09
O17 -3.31 -2.56 -0.83
H35 -3.55 -1.65 -0.68
H36 -2.38 -2.53 -1.06
O18 1.12 3.76 1.10
H37 1.84 3.82 0.48
H38 0.98 4.66 1.39
O19 -3.16 1.50 -1.69
H39 -2.81 0.99 -0.96
H40 -3.81 0.93 -2.10
O20 -2.74 -1.36 -3.92
H41 -2.16 -1.62 -3.21
H42 -3.48 -0.94 -3.49
O21 -0.53 0.10 3.82
H43 -1.10 0.17 3.05
H44 -0.56 0.98 4.21

Computed properties:
⟨S²⟩ = 2.0040
total charge = 0
energy = -1810.4274 Eh
HOMO (alpha / beta) = -0.29543 / -0.29564 Eh
2S+1 = 3

No. 2
This record from OMol25 describes a cluster of 2 separate species, C2H4BFO in total at a distorted geometry. The level of theory is ωB97M-V/def2-TZVPD.

Atoms and positions in Å:
B1 -2.01 1.05 -0.61
C1 2.12 -0.26 0.59
C2 1.25 -1.23 0.35
O1 2.80 0.71 0.68
F1 1.62 -2.53 0.39
H1 -1.05 1.45 0.01
H2 -2.18 1.46 -1.68
H3 -2.72 0.48 -0.02
H4 0.17 -1.15 0.28

Computed properties:
structure (SMILES) = O=C=CF.B
total charge = 0
energy = -278.4198 Eh
HOMO = -0.34608 Eh

No. 3
This record from OMol25 describes a cluster of 2 separate species, C2H4BFO in total at a distorted geometry. The level of theory is ωB97M-V/def2-TZVPD.

Atoms and positions in Å:
B1 0.33 1.12 -2.01
C1 0.57 -1.02 1.92
C2 -0.66 -0.75 1.54
O1 1.64 -1.23 2.30
F1 -1.40 -1.52 0.79
H1 0.06 1.60 -0.93
H2 0.43 -0.02 -2.32
H3 0.18 1.67 -3.03
H4 -1.15 0.16 1.74

Computed properties:
structure (SMILES) = O=C=CF.B
total charge = 0
energy = -278.4194 Eh
HOMO = -0.33635 Eh

No. 4
This record from OMol25 describes an isolated molecule of C2H4BNO2 at a distorted geometry. The level of theory is ωB97M-V/def2-TZVPD.

Atoms and positions in Å:
B1 0.62 0.16 0.08
C1 -1.80 -0.13 -0.34
C2 -0.69 -0.84 0.28
N1 -2.65 0.47 -0.84
O1 1.76 -0.33 -0.51
O2 0.53 1.47 0.27
H1 -0.56 -1.93 -0.19
H2 -1.00 -0.86 1.41
H3 2.51 0.08 -0.06
H4 1.28 1.91 -0.09

Computed properties:
structure (SMILES) = N#CCB(O)O
total charge = 0
energy = -308.7769 Eh
HOMO = -0.40442 Eh

No. 5
This record from OMol25 describes an isolated molecule of C2H4BNO2 at a distorted geometry. The level of theory is ωB97M-V/def2-TZVPD.

Atoms and positions in Å:
B1 -0.44 -0.48 0.03
C1 -1.90 -0.98 1.06
C2 1.37 1.02 -0.04
N1 -2.84 -1.07 1.69
O1 -0.36 -0.80 -1.25
O2 0.44 0.35 0.69
H1 2.40 0.68 0.29
H2 1.01 2.09 0.17
H3 1.25 0.68 -1.10
H4 -0.94 -1.50 -1.52

Computed properties:
structure (SMILES) = COB(O)C#N
total charge = 0
energy = -308.7441 Eh
HOMO = -0.42699 Eh

No. 6
This record from OMol25 describes a cluster of 2 separate species, C2H4Br2 in total at a distorted geometry. The level of theory is ωB97M-V/def2-TZVPD.

Atoms and positions in Å:
C1 -0.46 0.58 -0.28
C2 0.71 -0.23 0.00
Br1 1.88 -0.78 -1.44
Br2 -0.84 -2.23 1.83
H1 -0.19 1.33 -0.98
H2 -1.44 0.17 -0.76
H3 -0.84 1.22 0.60
H4 1.18 -0.05 1.03

Computed properties:
total charge = 0
energy = -5226.5245 Eh
HOMO (alpha / beta) = -0.37056 / -0.32801 Eh

No. 7
This record from OMol25 describes a structure of composition C2H4Br2ClNi at a distorted geometry. The level of theory is ωB97M-V/def2-TZVPD.

Atoms and positions in Å:
Ni1 -0.81 -3.97 2.05
Cl1 -0.95 -2.77 -0.09
Br1 2.44 1.57 -0.88
C1 0.66 0.56 -0.75
C2 -0.47 1.11 -0.01
Br2 -0.01 1.00 2.00
H1 0.85 -0.42 -0.32
H2 0.41 0.36 -1.79
H3 -1.33 0.44 -0.03
H4 -0.81 2.13 -0.18

Computed properties:
⟨S²⟩ = 3.7536
total charge = 0
energy = -7195.0250 Eh
HOMO (alpha / beta) = -0.32626 / -0.36691 Eh
2S+1 = 4

No. 8
This record from OMol25 describes an isolated molecule of C2H4Br2O at a distorted geometry. The level of theory is ωB97M-V/def2-TZVPD.

Atoms and positions in Å:
C1 0.09 -0.01 -0.92
C2 -0.80 0.65 0.28
O1 -0.03 0.84 1.39
Br1 1.75 1.00 -1.27
Br2 -2.13 -0.69 0.58
H1 0.37 -1.07 -0.57
H2 -0.67 0.00 -1.80
H3 -1.34 1.49 0.05
H4 0.57 0.13 1.62

Computed properties:
structure (SMILES) = O[C@H](Br)CBr
total charge = 0
energy = -5301.8505 Eh
HOMO = -0.37917 Eh

No. 9
This record from OMol25 describes a cluster of 2 separate species, C2H4Br2O in total at a distorted geometry. The level of theory is ωB97M-V/def2-TZVPD.

Atoms and positions in Å:
C1 0.51 -0.95 -1.17
C2 -2.38 1.11 1.19
O1 -2.18 2.25 0.90
Br1 1.35 0.72 -0.42
Br2 -0.93 0.08 2.05
H1 -0.18 -1.37 -0.43
H2 1.35 -1.63 -1.33
H3 0.02 -0.72 -2.07
H4 -1.25 2.66 0.96

Computed properties:
⟨S²⟩ = 2.0058
total charge = 0
energy = -5301.6797 Eh
HOMO (alpha / beta) = -0.24524 / -0.36272 Eh
2S+1 = 3

No. 10
This record from OMol25 describes an isolated molecule of C2H4BrN at a distorted geometry. The level of theory is ωB97M-V/def2-TZVPD.

Atoms and positions in Å:
C1 1.04 0.26 0.65
C2 -0.29 -0.57 -0.13
N1 0.88 0.90 1.64
Br1 2.72 0.01 -0.38
H1 -1.08 0.07 -0.15
H2 -0.55 -1.50 0.52
H3 0.08 -0.94 -1.17
H4 1.59 1.39 2.05

Computed properties:
structure (SMILES) = [H]/N=C(/C)Br
total charge = 0
energy = -2707.3294 Eh
HOMO = -0.37154 Eh

No. 11
This record from OMol25 describes the ion C2H4BrN2 with charge +1 at a distorted geometry. The level of theory is ωB97M-V/def2-TZVPD.

Atoms and positions in Å:
C1 -1.71 1.74 1.82
C2 0.18 -0.52 -0.07
N1 -0.40 0.12 1.07
N2 -0.66 1.37 1.07
Br1 -1.89 1.46 3.61
H1 -0.52 -1.11 -0.78
H2 0.86 0.21 -0.67
H3 0.81 -1.33 0.02
H4 -0.49 1.89 0.12

Computed properties:
total charge = +1
energy = -2761.6388 Eh
HOMO (alpha / beta) = -0.53600 / -0.55453 Eh

No. 12
This record from OMol25 describes the ion C2H4BrN2 with charge +1 at a distorted geometry. The level of theory is ωB97M-V/def2-TZVPD.

Atoms and positions in Å:
C1 1.96 0.02 -0.99
C2 -1.35 0.28 0.64
N1 0.05 0.25 0.61
N2 0.68 -0.08 -0.46
Br1 3.56 -0.80 -0.47
H1 -1.83 1.05 -0.07
H2 -1.88 -0.70 0.36
H3 -1.50 0.55 1.74
H4 0.31 -0.56 -1.37

Computed properties:
total charge = +1
energy = -2761.6284 Eh
HOMO (alpha / beta) = -0.54924 / -0.53704 Eh

No. 13
This record from OMol25 describes a structure of composition C2H4CaO at a distorted geometry. The level of theory is ωB97M-V/def2-TZVPD.

Atoms and positions in Å:
H1 0.40 1.44 -0.68
Ca1 2.89 -0.26 -1.48
C1 -0.39 -0.85 0.12
H2 -0.05 -1.02 -0.90
H3 -0.58 -1.71 0.77
C2 -0.72 0.37 0.56
O1 -0.15 1.53 0.20
H4 -1.40 0.51 1.41

Computed properties:
total charge = 0
energy = -831.3210 Eh
HOMO = -0.21292 Eh

No. 14
This record from OMol25 describes a structure of composition C2H4Cd at a distorted geometry. The level of theory is ωB97M-V/def2-TZVPD.

Atoms and positions in Å:
C1 -0.46 0.25 0.09
C2 0.66 -0.42 0.47
H1 -0.45 1.31 -0.17
H2 -1.47 -0.13 0.32
H3 0.48 -1.42 0.89
Cd1 2.51 0.42 0.53
H4 -1.28 -0.01 -2.14

Computed properties:
total charge = 0
energy = -246.1110 Eh
HOMO (alpha / beta) = -0.34035 / -0.26097 Eh

No. 15
This record from OMol25 describes a structure of composition C2H4Cl2F6MgN3O12S6 at a distorted geometry. The level of theory is ωB97M-V/def2-TZVPD.

Atoms and positions in Å:
Mg1 -0.29 -1.05 0.08
N1 2.73 1.86 -0.34
S1 1.87 3.12 -0.03
O1 2.45 4.10 0.85
O2 0.44 2.94 0.01
F1 2.05 3.79 -1.48
S2 2.31 0.97 1.01
O3 1.14 0.15 0.78
O4 2.57 1.48 2.31
F2 3.51 -0.07 0.86
N2 0.33 -0.97 -1.73
S3 1.74 -1.77 -2.32
O5 2.91 -0.95 -2.17
O6 1.64 -2.65 -3.42
F3 1.79 -2.71 -1.04
S4 0.04 -0.18 -3.09
O7 -0.71 -0.86 -4.09
O8 1.06 0.76 -3.45
F4 -1.08 0.82 -2.48
N3 -0.49 -2.35 1.39
S5 0.75 -3.08 2.33
O9 0.98 -4.46 2.00
O10 0.90 -2.58 3.65
F5 1.93 -2.32 1.58
S6 -1.72 -3.20 1.92
O11 -2.24 -2.94 3.22
O12 -1.75 -4.55 1.46
F6 -2.78 -2.41 1.01
Cl1 -1.68 0.62 0.41
C1 -2.30 2.25 0.76
C2 -3.12 2.75 -0.39
Cl2 -4.65 1.88 -0.57
H1 -1.45 2.92 0.87
H2 -2.84 2.23 1.70
H3 -2.59 2.67 -1.34
H4 -3.41 3.80 -0.27

Computed properties:
total charge = -1
energy = -5254.6812 Eh
HOMO = -0.29023 Eh

No. 16
This record from OMol25 describes an isolated molecule of C2H4Cl2FNS at a distorted geometry. The level of theory is ωB97M-V/def2-TZVPD.

Atoms and positions in Å:
C1 0.92 -1.77 0.09
C2 -1.77 1.52 0.03
H1 1.12 -1.85 1.15
H2 1.60 0.99 -0.43
H3 -2.67 1.32 -0.56
H4 -1.90 2.00 1.00
N1 -0.66 1.17 -0.48
F1 0.30 -2.89 -0.34
S1 0.73 1.50 0.46
Cl1 2.46 -1.60 -0.76
Cl2 -0.13 -0.38 -0.18

Computed properties:
total charge = 0
energy = -1551.4934 Eh
HOMO = -0.28003 Eh

No. 17
This record from OMol25 describes a cluster of 2 separate species, C2H4Cl2N2 in total at a distorted geometry. The level of theory is ωB97M-V/def2-TZVPD.

Atoms and positions in Å:
C1 -0.66 0.67 1.06
C2 0.47 0.67 0.22
N1 0.95 -2.28 -1.59
N2 0.12 -3.03 -1.32
Cl1 -1.51 2.45 1.13
Cl2 0.31 0.68 -1.46
H1 -0.30 0.67 2.14
H2 -1.70 0.19 0.87
H3 1.41 1.09 0.68
H4 0.91 -1.11 -1.73

Computed properties:
total charge = 0
energy = -1108.3416 Eh
HOMO (alpha / beta) = -0.33825 / -0.26793 Eh

No. 18
This record from OMol25 describes a cluster of 2 separate species, C2H4Cl2SSi in total at a distorted geometry. The level of theory is ωB97M-V/def2-TZVPD.

Atoms and positions in Å:
C1 0.25 1.80 0.55
C2 1.03 -0.93 -0.10
Si1 -0.82 -0.96 -0.25
S1 0.54 2.12 2.03
Cl1 -1.08 -0.20 -2.21
Cl2 -2.07 -0.04 1.04
H1 0.06 2.36 -0.38
H2 1.60 -0.75 -1.01
H3 1.75 -1.11 0.78
H4 -1.25 -2.29 -0.44

Computed properties:
total charge = 0
energy = -1686.6101 Eh
HOMO (alpha / beta) = -0.33361 / -0.29477 Eh

No. 19
This record from OMol25 describes a cluster of 2 separate species, C2H4Cl3N2O in total at a distorted geometry. The level of theory is ωB97M-V/def2-TZVPD.

Atoms and positions in Å:
C1 -0.52 -0.19 0.31
C2 -0.64 1.17 0.89
N1 2.50 -0.11 -1.84
N2 -1.34 -1.11 0.40
O1 2.05 -0.97 -1.07
Cl1 0.87 1.75 1.54
Cl2 -1.19 1.92 -0.72
Cl3 -2.04 1.28 2.03
H1 3.34 -0.35 -2.27
H2 -2.19 -1.04 1.06
H3 -1.13 -1.97 -0.01
H4 0.30 -0.36 -0.31

Computed properties:
total charge = +1
energy = -1643.5366 Eh
HOMO = -0.50324 Eh

No. 20
This record from OMol25 describes a structure of composition C2H4Cl3NO at a distorted geometry. The level of theory is ωB97M-V/def2-TZVPD.

Atoms and positions in Å:
C1 -1.32 0.07 0.12
C2 1.32 -0.28 -0.05
N1 0.11 -0.70 -0.50
O1 -1.71 1.17 -0.56
Cl1 1.60 0.04 1.74
Cl2 1.74 1.42 -0.59
Cl3 2.55 -1.43 -0.59
H1 -1.09 0.17 1.18
H2 -2.22 -0.63 0.03
H3 0.21 -1.78 -0.39
H4 -1.19 1.96 -0.40

Computed properties:
total charge = 0
energy = -1589.1229 Eh
HOMO = -0.37812 Eh